No. 1
Formula: C15H26N5O3
Source: the OMol25 dataset
Level of theory: ωB97M-V/def2-TZVPD

```
! RIJCOSX wB97M-V def2-TZVPD def2/J DEFGRID3
* xyz 1 1
C -1.34 -0.25 4.40
N -1.63 0.03 2.98
C -1.99 1.19 2.54
O -2.25 2.14 3.32
C -2.05 1.37 1.01
C -1.62 2.81 0.61
C -0.21 3.31 0.96
C 0.88 3.33 0.13
N 1.97 3.45 0.96
C 1.58 3.50 2.21
N 0.22 3.48 2.29
N -1.47 0.31 0.17
C -0.18 -0.15 0.21
O 0.62 0.16 1.10
C 0.27 -1.08 -0.96
C 0.17 -2.56 -0.53
C 1.30 -3.53 -1.13
C 2.48 -3.33 -0.18
C 1.67 -3.31 -2.67
N -0.38 -0.83 -2.28
C -0.33 0.29 -3.07
C -0.84 0.13 -4.42
O 0.10 1.32 -2.61
H -2.38 -0.51 4.91
H -0.75 -1.17 4.54
H -1.10 0.71 4.98
H -1.44 -0.81 2.35
H -3.18 1.36 0.87
H -1.65 2.84 -0.42
H -2.31 3.63 0.99
H 0.81 3.14 -0.87
H 2.93 3.62 0.49
H 2.18 3.52 3.09
H -0.34 3.33 3.11
H -1.81 0.07 -0.67
H 1.35 -0.80 -1.12
H -0.76 -3.03 -0.75
H 0.40 -2.52 0.56
H 0.90 -4.56 -1.14
H 2.72 -2.23 -0.22
H 3.30 -4.05 -0.50
H 2.25 -3.59 0.85
H 0.98 -2.89 -3.36
H 2.01 -4.28 -3.07
H 2.56 -2.78 -2.74
H -0.68 -1.60 -2.78
H -1.31 1.13 -4.37
H -0.03 0.23 -5.12
H -1.61 -0.51 -4.67
*
```

## Properties
**SMILES**: CNC(=O)[C@@H](Cc1c[nH]c[nH+]1)NC(=O)[C@@H](CC(C)C)NC(C)=O
**LUMO energy**: -2.38 eV
**E_HOMO**: -12.419 eV
**Kohn-Sham gap**: 10.040 eV
**E_tot**: -1086.44787 Ha
**Relative energy (zero: lowest compared OMol25 entry of this formula, charge and spin)**: 246.0 kJ/mol

***

No. 2
Formula: C4H9N2S
Source: the OMol25 dataset
Level of theory: ωB97M-V/def2-TZVPD

```
! RIJCOSX wB97M-V def2-TZVPD def2/J DEFGRID3
* xyz 1 1
C 2.20 -0.23 -0.42
C -1.82 -1.28 0.20
C 4.37 0.03 0.74
C -3.02 0.88 0.38
N 3.18 -0.36 0.20
N -2.75 -0.43 -0.18
S 0.77 -0.23 -1.18
H -1.80 -2.31 -0.17
H -1.03 -1.07 0.98
H 4.90 0.65 0.01
H 4.12 0.71 1.69
H -2.39 1.07 1.28
H -2.60 1.67 -0.31
H -4.04 1.03 0.67
H -3.32 -0.67 -1.04
H 5.08 -0.76 1.05
*
```

## Properties
**LUMO energy**: -4.90 eV
**E_HOMO**: -12.502 eV
**Kohn-Sham gap**: 7.605 eV
**E_tot**: -665.20257 Ha
**Relative energy (zero: lowest compared OMol25 entry of this formula, charge and spin)**: 235.7 kJ/mol

***

No. 3
Formula: C40H43N2O4
Source: the OMol25 dataset
Level of theory: ωB97M-V/def2-TZVPD

```
! RIJCOSX wB97M-V def2-TZVPD def2/J DEFGRID3
* xyz 1 1
C 1.21 -1.80 3.16
C 0.39 -0.79 2.37
C 0.72 -0.74 0.87
C 0.50 -2.05 0.12
C -0.94 -2.24 -0.35
C -1.29 -3.69 -0.68
C -1.35 -4.66 0.51
C -1.95 -4.08 1.79
C -3.42 -3.80 1.61
N -4.03 -3.17 2.85
C -3.76 -1.69 2.99
C -4.83 -0.93 2.21
C -4.43 -0.21 0.95
N -6.04 -0.90 2.59
H 1.12 -1.62 4.23
H 0.92 -2.83 2.97
H 2.27 -1.72 2.91
H 0.55 0.21 2.78
H -0.68 -0.99 2.51
H 1.76 -0.41 0.76
H 0.11 0.04 0.40
H 0.81 -2.89 0.74
H 1.15 -2.07 -0.76
H -1.63 -1.83 0.41
H -1.11 -1.64 -1.25
H -2.23 -3.73 -1.25
H -0.52 -4.06 -1.37
H -0.36 -5.06 0.74
H -1.95 -5.53 0.21
H -1.81 -4.79 2.61
H -1.41 -3.17 2.06
H -3.98 -4.72 1.42
H -3.62 -3.10 0.80
H -5.04 -3.30 2.84
H -3.67 -3.67 3.67
H -2.76 -1.51 2.61
H -3.80 -1.44 4.05
H -3.50 -0.60 0.53
H -4.27 0.85 1.18
H -5.23 -0.27 0.22
H -6.21 -1.37 3.48
C 1.49 -3.08 -3.36
C 2.58 -2.27 -3.67
C 2.50 -1.38 -4.73
C 1.33 -1.29 -5.47
C 0.24 -2.09 -5.16
C 0.32 -2.99 -4.10
C -1.04 -2.01 -5.93
O -2.00 -2.68 -5.61
C -1.08 -1.08 -7.09
C -2.23 -1.02 -7.87
C -2.29 -0.16 -8.95
C -1.21 0.65 -9.26
C -0.06 0.59 -8.50
C 0.02 -0.27 -7.41
C 1.27 -0.31 -6.61
O 2.21 0.41 -6.86
H 1.55 -3.78 -2.54
H 3.49 -2.33 -3.08
H 3.33 -0.74 -4.99
H -0.53 -3.61 -3.88
H -3.07 -1.66 -7.61
H -3.19 -0.12 -9.55
H -1.26 1.32 -10.11
H 0.80 1.21 -8.72
C -0.51 3.82 3.08
C 0.22 3.03 2.20
C 1.60 3.15 2.14
C 2.25 4.06 2.96
C 1.52 4.86 3.84
C 0.14 4.74 3.90
C 2.20 5.86 4.72
O 1.56 6.53 5.50
C 3.68 5.98 4.61
C 4.33 6.93 5.39
C 5.70 7.06 5.31
C 6.44 6.25 4.45
C 5.79 5.31 3.66
C 4.41 5.17 3.74
C 3.74 4.16 2.88
O 4.37 3.42 2.15
H -1.59 3.73 3.13
H -0.29 2.33 1.56
H 2.19 2.55 1.46
H -0.41 5.37 4.59
H 3.74 7.54 6.06
H 6.21 7.80 5.92
H 7.51 6.36 4.38
H 6.34 4.67 2.98
*
```

## Properties
**LUMO energy**: -3.18 eV
**E_HOMO**: -11.228 eV
**Kohn-Sham gap**: 8.044 eV
**E_tot**: -1960.30921 Ha
**Relative energy (zero: lowest compared OMol25 entry of this formula, charge and spin)**: 0.0 kJ/mol

***

No. 4
Formula: C17H20F5OOs
Source: the OMol25 dataset
Level of theory: ωB97M-V/def2-TZVPD

```
! RIJCOSX wB97M-V def2-TZVPD def2/J DEFGRID3
* xyz -1 5
Os -0.14 -0.37 -0.21
C -1.80 1.01 0.02
C -1.16 1.92 0.92
C -0.10 2.57 0.24
H -1.52 2.14 1.92
C -0.05 2.09 -1.08
C -1.14 1.17 -1.28
H -1.56 0.89 -2.23
H -2.76 0.51 0.18
H 0.52 3.36 0.64
H 0.62 2.43 -1.87
C -1.04 -2.29 0.03
C -1.56 -1.64 -1.13
C -0.46 -1.41 -2.03
H -2.59 -1.38 -1.29
C 0.71 -1.96 -1.44
C 0.37 -2.46 -0.15
H 1.05 -2.92 0.54
H -1.63 -2.62 0.88
H -0.50 -0.93 -3.00
H 1.68 -2.00 -1.90
O 1.93 0.19 -0.72
C 3.62 0.00 -2.03
C 4.13 0.45 -0.69
C 3.20 0.97 -3.04
C 4.21 -1.27 -2.52
C 3.00 -0.06 0.17
H 4.16 1.55 -0.64
H 5.07 0.01 -0.40
H 3.07 -1.16 0.36
H 2.94 0.48 1.13
H 4.02 1.59 -3.46
H 2.45 1.64 -2.62
H 2.76 0.43 -3.89
H 5.28 -1.21 -2.84
H 3.67 -1.63 -3.41
H 4.16 -2.05 -1.76
F 0.53 -1.67 2.59
C 0.10 -0.39 2.29
F -1.23 -0.30 2.66
C 0.90 0.55 3.20
F 0.59 0.31 4.50
F 2.25 0.33 3.07
F 0.69 1.88 2.98
*
```

## Properties
**LUMO energy (alpha / beta)**: 2.67 / 2.54 eV
**E_HOMO (alpha / beta)**: -1.074 / -4.194 eV
**Kohn-Sham gap (alpha / beta)**: 3.741 / 6.737 eV
**E_tot**: -1324.77612 Ha